<A>
An isolated molecule of CH5NO2S, computed with ωB97M-V/def2-TZVPD.

The geometry in XYZ format:
```
10
Properties=species:S:1:pos:R:3:lowdin_charge:R:1
C 0.17122 -0.70086 -0.72528 -0.408
N 0.55543 0.62743 -1.05636 -0.033
O 0.30620 0.02181 1.83961 -0.401
O -1.90868 0.16230 0.59013 -0.507
S -0.87030 -0.79504 0.88440 0.915
H 0.94525 -1.37493 -0.67041 0.054
H -0.57548 -1.06182 -1.45791 0.089
H 1.39140 0.77429 -0.52877 0.050
H 0.24085 1.07675 1.78738 0.125
H -0.25589 1.27007 -0.66276 0.116
```

Results
Frontier orbital gap = 0.3563 hartree
E_HOMO = -9.2 eV



<B>
An isolated molecule of CH5NO2S, computed with ωB97M-V/def2-TZVPD.

The geometry in XYZ format:
```
10
Properties=species:S:1:pos:R:3:lowdin_charge:R:1
C 0.41727 0.14732 -0.63099 -0.449
N 1.04033 0.60130 0.54909 -0.068
O -1.53681 -1.53120 -0.04646 -0.336
O -1.57735 0.94657 0.84532 -0.504
S -1.43866 0.10999 -0.36875 0.922
H 0.65764 -0.86635 -0.89627 0.075
H 0.63797 0.65310 -1.52287 0.058
H 2.00281 0.03789 0.58601 0.139
H -1.31124 -1.75613 0.85834 0.055
H 1.10803 1.65749 0.62658 0.107
```

Results
Frontier orbital gap = 0.3668 hartree
E_HOMO = -9.2 eV



Stability summary: most stable <A>, least stable <B>.



<A>
An isolated molecule of CH5NO2S, computed with ωB97M-V/def2-TZVPD.

The geometry in XYZ format:
```
10
Properties=species:S:1:pos:R:3:lowdin_charge:R:1
C -0.62861 -1.34534 0.98773 -0.221
N -0.32777 -1.06154 -0.41377 -0.238
S 0.34154 0.44960 -0.72319 0.883
O 0.86572 0.37727 -2.02604 -0.395
O 0.19723 2.42084 -0.48148 -0.256
H -1.64037 -0.80115 1.10271 0.105
H -0.52249 -2.42174 0.93169 0.078
H -0.04735 -0.90030 1.78924 0.055
H 1.39568 0.55410 0.12468 0.073
H 0.36642 2.72826 -1.29157 -0.084
```

Results
Frontier orbital gap (spin up / spin down) = 0.3069 / 0.3071 hartree
E_HOMO (spin up / spin down) = -9.9 / -9.9 eV
SMILES string = CN=[S@@H](=O)O



<B>
A structure of composition CH5NO2S, computed with ωB97M-V/def2-TZVPD.

The geometry in XYZ format:
```
10
Properties=species:S:1:pos:R:3:lowdin_charge:R:1
C 1.10814 0.15981 -0.31657 -0.429
N 1.07317 0.70473 -3.33520 -0.052
O -0.77939 -1.50242 0.43813 -0.502
O 0.05363 0.49722 -3.79133 -0.043
S -0.07188 -0.99646 -1.04181 0.754
H 0.78379 0.27049 0.83050 0.099
H 2.05278 -0.32270 -0.41975 -0.002
H 1.24404 1.14773 -0.77333 0.027
H -1.27220 -2.33502 0.14432 0.055
H 1.61463 -0.31984 -2.68681 0.093
```

Results
Frontier orbital gap = 0.3043 hartree
E_HOMO = -8.4 eV



Stability summary: most stable <B>, least stable <A>.



<A>
A cluster of 2 separate species, C2HCl2FS in total, computed with ωB97M-V/def2-TZVPD.

The geometry in XYZ format:
```
7
Properties=species:S:1:pos:R:3:lowdin_charge:R:1
C 0.58688 0.23146 2.67391 -0.774
C 2.06026 0.85596 -0.61673 -1.078
F -0.15433 -0.85969 2.93208 -0.073
S 1.34837 1.10741 3.75540 0.705
Cl 0.87683 -0.26609 -0.00141 0.590
Cl 1.86525 1.32387 -2.16803 0.627
H 3.00760 0.97940 -0.16915 0.003
```

Results
Frontier orbital gap (spin up / spin down) = 0.3131 / 0.2655 hartree
E_HOMO (spin up / spin down) = -8.9 / -8.4 eV



<B>
An isolated molecule of C2HCl2FS, computed with ωB97M-V/def2-TZVPD.

The geometry in XYZ format:
```
7
Properties=species:S:1:pos:R:3:lowdin_charge:R:1
F 1.09935 -0.59041 1.16031 -0.091
C 0.62220 0.08533 0.05427 -1.320
Cl 1.25615 -0.37136 -1.54563 0.642
Cl 1.10563 1.74129 0.29983 0.668
C -0.92254 -0.08586 -0.09158 -0.684
S -1.58984 -1.34123 0.63895 0.782
H -1.57096 0.56224 -0.51616 0.003
```

Results
Frontier orbital gap = 0.3112 hartree
E_HOMO = -9.5 eV
SMILES string = FC(Cl)(Cl)C=S



Stability summary: most stable <B>, least stable <A>.



<A>
An isolated molecule of C3H8S2, computed with ωB97M-V/def2-TZVPD.

The geometry in XYZ format:
```
13
Properties=species:S:1:pos:R:3:lowdin_charge:R:1
C 0.25269 -2.26656 -1.45772 -0.202
C 0.21561 -0.75134 -1.38930 -0.606
S 0.86310 -0.29401 0.24097 0.470
S -0.04593 1.43482 0.82032 0.406
C -1.81658 1.18318 0.57446 -0.471
H -0.27131 -2.79472 -0.66390 0.065
H 1.27847 -2.63242 -1.46532 0.067
H -0.17533 -2.60747 -2.40734 0.074
H 0.81840 -0.37159 -2.21605 0.071
H -0.76361 -0.34220 -1.62981 0.054
H -2.29982 2.15309 0.68868 0.031
H -1.98392 0.74532 -0.40187 0.006
H -2.27890 0.57070 1.34951 0.034
```

Results
Frontier orbital gap = 0.3324 hartree
E_HOMO = -8.2 eV
SMILES string = CCSSC



<B>
A cluster of 2 separate species, C3H8S2 in total, computed with ωB97M-V/def2-TZVPD.

The geometry in XYZ format:
```
13
Properties=species:S:1:pos:R:3:lowdin_charge:R:1
C -2.81881 0.93328 -2.94146 -0.044
C -1.96171 -0.01631 -3.17644 -0.254
C -1.27802 -0.96092 -2.17566 -0.101
H -3.46909 1.48840 -3.64054 0.066
H -2.78007 1.26805 -1.93014 0.045
H -1.81931 -0.32228 -4.25510 0.102
H -0.42068 -0.44485 -1.77133 0.053
H -1.93131 -1.17700 -1.31575 0.077
H -0.85750 -1.82992 -2.64973 0.057
S 2.03397 0.27374 1.20744 0.178
S 0.77606 -0.08922 2.65794 0.201
H 2.85820 -0.85184 1.33074 -0.158
H -0.18942 -0.81915 2.14717 -0.222
```

Results
Frontier orbital gap = 0.3727 hartree
E_HOMO = -9.6 eV
SMILES string = C=CC.SS



Stability summary: most stable <A>, least stable <B>.



<A>
An isolated molecule of C3H8S2, computed with ωB97M-V/def2-TZVPD.

The geometry in XYZ format:
```
13
Properties=species:S:1:pos:R:3:lowdin_charge:R:1
C -1.29149 1.54723 -0.82444 -0.183
C 0.19043 1.21042 -1.08153 -0.627
S 0.95490 0.39424 0.34740 0.493
S -0.19940 -1.34413 0.35206 0.450
C 0.86167 -2.22989 1.52489 -0.500
H -1.83771 0.64351 -0.57389 0.031
H -1.29996 2.29799 -0.03122 0.071
H -1.73438 1.98966 -1.71498 0.068
H 0.73272 2.13606 -1.27363 0.066
H 0.34581 0.53602 -1.92307 0.057
H 1.90288 -2.17309 1.23632 0.017
H 0.57886 -3.27992 1.47454 0.031
H 0.79568 -1.72809 2.48755 0.026
```

Results
Frontier orbital gap = 0.3122 hartree
E_HOMO = -7.9 eV
SMILES string = CCSSC



<B>
A cluster of 2 separate species, C3H8S2 in total, computed with ωB97M-V/def2-TZVPD.

The geometry in XYZ format:
```
13
Properties=species:S:1:pos:R:3:lowdin_charge:R:1
C -3.58816 2.73712 -0.14942 -0.074
C -3.01064 1.57125 -0.37935 -0.095
H -3.48046 3.53761 -0.87120 0.046
H -4.20921 2.92302 0.71652 0.046
H -2.48379 1.40160 -1.31277 0.047
H -3.12861 0.73953 0.30097 0.046
C -0.48634 -0.78657 -0.39100 -0.522
S 1.10127 -1.59111 -0.13345 0.354
S 2.25242 -0.15306 0.70230 0.286
H -0.62519 0.06389 0.26467 0.010
H -1.28511 -1.50271 -0.21204 0.031
H -0.58263 -0.43172 -1.40904 0.021
H 2.79994 0.45519 -0.36865 -0.195
```

Results
Frontier orbital gap = 0.3610 hartree
E_HOMO = -9.2 eV
SMILES string = C=C.CSS



Stability summary: most stable <A>, least stable <B>.